1.
A cluster of 8 separate species, C35H50BN7O4S in total in a non-equilibrium geometry. Source: OMol25; level of theory: wB97M-V/def2-TZVPD.

Calculated values
LUMO level ... 0.0 eV

XYZ file:
```
98
Properties=species:S:1:pos:R:3:lowdin_charge:R:1
C 2.236 2.543 1.913 -0.054
C 2.011 1.021 1.896 -0.427
C 3.058 0.429 0.936 -0.075
C 0.632 0.703 1.316 -0.230
C -0.505 0.970 2.310 -0.343
S -1.919 1.747 1.528 1.187
C -2.114 3.393 2.213 -0.240
B -2.319 4.331 0.944 -0.714
O -3.573 4.602 0.458 0.166
O -1.184 4.847 0.342 0.142
C -3.521 0.800 2.052 -0.845
O -3.315 -0.366 2.265 0.007
O -4.444 1.558 2.012 0.036
H 1.320 3.100 2.104 0.066
H 2.996 2.782 2.653 0.075
H 2.613 2.819 0.928 0.066
H 2.159 0.595 2.889 0.135
H 4.023 0.864 1.192 0.064
H 3.058 -0.656 0.993 0.079
H 2.802 0.781 -0.063 0.079
H 0.614 -0.346 1.021 0.114
H 0.516 1.305 0.415 0.108
H -0.912 0.021 2.662 0.085
H -0.190 1.547 3.175 0.099
H -2.995 3.381 2.850 0.081
H -1.230 3.678 2.775 0.088
H -3.945 3.912 -0.100 0.115
H -1.045 4.431 -0.515 0.109
N -5.685 -1.166 -0.564 0.021
C -4.551 -1.845 -0.220 -0.121
C -4.285 -2.742 -1.220 -0.108
C -5.302 -2.590 -2.204 -0.126
C -6.152 -1.608 -1.771 -0.134
H -6.106 -0.447 -0.002 0.147
H -4.040 -1.629 0.701 0.084
H -3.452 -3.426 -1.246 0.071
H -5.396 -3.131 -3.132 0.077
H -7.039 -1.191 -2.216 0.106
N -4.262 -5.717 -3.385 0.021
C -3.120 -6.372 -3.028 -0.144
C -2.817 -7.266 -4.023 -0.120
C -3.825 -7.139 -5.020 -0.110
C -4.700 -6.174 -4.595 -0.133
H -4.704 -5.006 -2.830 0.101
H -2.626 -6.141 -2.100 0.090
H -1.972 -7.934 -4.034 0.092
H -3.898 -7.693 -5.941 0.089
H -5.590 -5.775 -5.051 0.107
N 7.164 1.997 2.224 0.008
C 7.135 3.354 2.403 -0.150
C 6.406 3.615 3.534 -0.112
C 5.985 2.362 4.061 -0.119
C 6.469 1.387 3.232 -0.151
H 7.622 1.523 1.469 0.143
H 7.631 4.015 1.713 0.105
H 6.199 4.591 3.939 0.089
H 5.394 2.193 4.945 0.090
H 6.375 0.316 3.276 0.107
N 3.942 4.065 -1.745 0.005
C 4.842 3.199 -1.186 -0.157
C 5.077 2.197 -2.088 -0.114
C 4.289 2.472 -3.241 -0.109
C 3.603 3.631 -2.998 -0.142
H 3.586 4.891 -1.303 0.143
H 5.232 3.370 -0.196 0.097
H 5.738 1.359 -1.942 0.089
H 4.235 1.885 -4.142 0.090
H 2.907 4.181 -3.607 0.104
N -2.346 6.589 6.412 0.000
C -1.853 7.506 5.525 -0.143
C -2.575 7.399 4.367 -0.111
C -3.545 6.378 4.567 -0.115
C -3.378 5.898 5.838 -0.142
H -2.002 6.444 7.343 0.142
H -1.035 8.153 5.792 0.104
H -2.428 7.988 3.477 0.090
H -4.282 6.037 3.858 0.093
H -3.902 5.130 6.379 0.106
N 0.120 -4.583 0.588 0.006
C 1.276 -5.227 0.935 -0.143
C 1.568 -6.126 -0.055 -0.106
C 0.548 -6.019 -1.039 -0.105
C -0.327 -5.057 -0.615 -0.157
H -0.333 -3.872 1.132 0.140
H 1.788 -4.992 1.852 0.103
H 2.418 -6.787 -0.073 0.090
H 0.468 -6.584 -1.954 0.091
H -1.224 -4.672 -1.068 0.078
N -0.312 -4.646 -5.045 0.017
C 0.413 -4.713 -6.202 -0.145
C 1.414 -3.781 -6.125 -0.118
C 1.289 -3.127 -4.868 -0.114
C 0.216 -3.686 -4.228 -0.145
H -1.114 -5.216 -4.826 0.117
H 0.156 -5.414 -6.977 0.103
H 2.154 -3.589 -6.884 0.085
H 1.915 -2.341 -4.480 0.085
H -0.221 -3.490 -3.264 0.094
```

2.
An isolated molecule of C6H13N in a non-equilibrium geometry. Source: OMol25; level of theory: wB97M-V/def2-TZVPD.

Calculated values
LUMO level ... 1.0 eV
Energy relative to the best compared isomer or geometry (same formula, charge and spin) ... 12.1 kcal/mol
SMILES string ... CCC(=CN)CC

XYZ file:
```
20
Properties=species:S:1:pos:R:3:nbo_charge:R:1
C 0.567 -0.304 -2.203 -0.590
C -0.503 -0.778 -1.201 -0.431
C -0.286 -0.276 0.212 -0.086
C 0.690 -0.756 0.979 -0.006
N 1.665 -1.718 0.659 -0.818
C -1.314 0.638 0.832 -0.411
C -0.775 1.976 1.424 -0.596
H 1.496 -0.850 -2.016 0.182
H 0.301 -0.520 -3.241 0.208
H 0.754 0.758 -2.089 0.207
H -1.465 -0.400 -1.561 0.203
H -0.588 -1.870 -1.195 0.211
H 0.674 -0.509 2.041 0.177
H 2.426 -1.698 1.321 0.370
H 2.043 -1.596 -0.271 0.368
H -1.989 0.976 0.069 0.200
H -1.818 0.115 1.644 0.205
H 0.027 2.322 0.773 0.203
H -0.319 1.789 2.393 0.198
H -1.584 2.700 1.432 0.205
```

3.
A cluster of 7 separate species, C27H58N3O15P3 in total in a non-equilibrium geometry. Source: OMol25; level of theory: wB97M-V/def2-TZVPD.

Calculated values
LUMO level ... -0.1 eV
SMILES string ... CCOP(=O)(OCC)OCC.CCOP(=O)(OCC)OCC.CCOP(=O)(OCC)OCC.O=C1OCCO1.CC#N.CC#N.CC#N

XYZ file:
```
106
Properties=species:S:1:pos:R:3:lowdin_charge:R:1
C 6.029 -2.228 3.848 -0.060
C 4.717 -2.090 3.027 -0.272
O 5.106 -2.699 1.814 -0.183
P 4.068 -2.788 0.568 0.530
O 4.723 -2.847 -0.784 -0.260
O 3.220 -4.151 0.789 -0.220
C 3.946 -5.373 0.673 -0.238
C 3.001 -6.176 -0.276 -0.057
O 3.002 -1.524 0.780 -0.195
C 2.169 -1.167 -0.372 -0.245
C 2.555 0.112 -1.153 -0.060
H 6.184 -3.266 4.141 0.078
H 6.799 -1.758 3.237 0.076
H 6.058 -1.637 4.763 0.070
H 3.902 -2.551 3.586 0.103
H 4.445 -1.047 2.867 0.113
H 4.901 -5.385 0.148 0.117
H 3.959 -5.887 1.634 0.108
H 2.732 -5.554 -1.129 0.078
H 3.518 -6.893 -0.914 0.072
H 2.149 -6.575 0.274 0.051
H 2.191 -2.004 -1.070 0.103
H 1.130 -0.997 -0.091 0.087
H 2.555 0.937 -0.440 0.074
H 3.610 0.041 -1.415 0.072
H 1.982 0.437 -2.021 0.060
C -4.972 6.188 -1.860 -0.051
C -3.949 5.618 -2.880 -0.268
O -2.696 6.097 -2.480 -0.215
P -2.232 7.606 -2.149 0.554
O -2.985 8.444 -1.137 -0.249
O -0.678 7.364 -1.789 -0.155
C 0.071 6.369 -2.442 -0.302
C 0.239 5.102 -1.629 -0.072
O -2.029 8.222 -3.690 -0.182
C -3.144 8.548 -4.481 -0.346
C -3.357 9.984 -4.565 -0.086
H -4.624 5.955 -0.853 0.090
H -4.958 7.253 -2.090 0.055
H -5.980 5.836 -2.079 0.077
H -3.771 4.558 -3.065 0.105
H -4.175 5.995 -3.877 0.096
H -0.340 6.119 -3.420 0.105
H 1.107 6.625 -2.663 0.120
H -0.668 4.509 -1.517 0.059
H 0.967 4.452 -2.115 0.080
H 0.550 5.347 -0.613 0.086
H -3.034 8.107 -5.472 0.122
H -4.058 8.186 -4.011 0.098
H -3.724 10.307 -3.590 0.093
H -2.584 10.509 -5.126 0.091
H -4.263 10.247 -5.111 0.083
C 1.376 -8.312 2.316 -0.069
C 1.923 -7.479 3.487 -0.219
O 1.136 -6.269 3.259 -0.194
P 1.099 -5.153 4.397 0.465
O 2.406 -4.590 4.829 -0.241
O 0.121 -4.075 3.735 -0.153
C 0.561 -3.312 2.613 -0.273
C -0.052 -1.906 2.631 -0.058
O 0.160 -5.796 5.569 -0.188
C 0.757 -6.408 6.665 -0.311
C -0.325 -6.284 7.744 -0.052
H 2.208 -8.712 1.736 0.068
H 0.872 -9.212 2.669 0.073
H 0.792 -7.801 1.550 0.074
H 1.861 -8.011 4.437 0.101
H 2.993 -7.283 3.546 0.109
H 1.646 -3.255 2.533 0.080
H 0.334 -3.683 1.613 0.121
H -1.139 -1.879 2.566 0.065
H 0.193 -1.571 3.639 0.084
H 0.262 -1.188 1.873 0.056
H 0.921 -7.438 6.350 0.104
H 1.732 -5.957 6.849 0.111
H -0.615 -5.280 8.056 0.084
H -1.028 -6.930 7.217 0.082
H -0.030 -6.700 8.707 0.071
O -0.454 1.429 0.686 0.124
C -1.205 1.288 -0.270 -0.627
O -0.949 0.744 -1.442 0.057
C -2.078 0.883 -2.342 -0.079
C -3.098 1.185 -1.312 -0.157
O -2.400 1.717 -0.272 0.113
H -1.909 1.694 -3.050 0.094
H -2.135 -0.064 -2.879 0.124
H -3.871 0.445 -1.104 0.145
H -3.717 1.999 -1.689 0.130
C -2.529 4.423 -7.388 -0.048
C -2.083 3.744 -6.110 -0.230
N -1.804 3.172 -5.133 0.130
H -2.805 3.665 -8.120 0.083
H -1.777 5.072 -7.839 0.078
H -3.259 5.145 -7.021 0.072
C -2.816 0.823 3.281 -0.075
C -3.483 0.781 4.568 -0.278
N -4.121 0.807 5.553 0.116
H -3.450 0.916 2.399 0.084
H -2.098 0.022 3.455 0.062
H -2.136 1.663 3.141 0.084
C 0.328 -0.875 -4.384 -0.076
C -0.351 -2.045 -3.891 -0.288
N -0.927 -2.965 -3.501 0.138
H 0.029 -0.730 -5.422 0.086
H 1.411 -0.980 -4.444 0.088
H 0.158 0.052 -3.838 0.062
```

4.
A structure of composition C8H13CoNO in a non-equilibrium geometry. Source: OMol25; level of theory: wB97M-V/def2-TZVPD.

Calculated values
⟨S²⟩ ... 6.06
LUMO level (alpha / beta) ... 4.0 / 3.9 eV
Spin multiplicity ... 5
Charge ... -1

XYZ file:
```
24
Properties=species:S:1:pos:R:3:nbo_charge:R:1
C -0.847 0.973 -2.000 -0.379
C 0.555 0.792 -2.275 -0.337
C 1.299 1.580 -1.327 -0.403
C 0.366 2.273 -0.470 -0.340
C -0.966 1.901 -0.883 -0.369
Co -0.053 -0.008 -0.132 1.175
N -1.447 -0.778 0.363 -0.752
C -0.072 -2.380 -0.139 -0.287
C 0.954 -1.859 -0.948 -0.668
H 2.386 1.703 -1.314 0.212
H 0.971 0.191 -3.093 0.210
H 0.614 3.038 0.289 0.221
H -1.912 2.337 -0.513 0.219
H -1.686 0.578 -2.597 0.215
H 0.872 -1.933 -2.047 0.196
H -0.931 -2.878 -0.618 0.195
H -2.294 -1.032 0.989 0.323
H 1.982 -1.761 -0.559 0.211
H 0.155 -2.715 0.884 0.215
C -0.016 -0.008 3.322 -0.196
O 0.105 -0.004 1.939 -0.998
H -0.867 0.496 3.706 0.109
H 0.838 0.486 3.709 0.120
H -0.005 -0.993 3.713 0.108
```

5.
A structure of composition H26O13 in a non-equilibrium geometry. Source: OMol25; level of theory: wB97M-V/def2-TZVPD.

Calculated values
LUMO level ... -0.2 eV
Energy relative to the best compared isomer or geometry (same formula, charge and spin) ... 249.4 kcal/mol

XYZ file:
```
39
Properties=species:S:1:pos:R:3:nbo_charge:R:1
O 2.053 1.576 1.244 -1.065
H 2.128 1.458 0.200 0.524
H 1.549 0.865 1.750 0.451
O -0.263 -2.257 1.851 -0.899
H 0.045 -2.943 1.278 0.452
H 0.432 -1.728 2.064 0.484
O 2.962 -0.632 -0.973 -0.948
H 3.601 -1.367 -0.627 0.450
H 2.219 -1.155 -1.236 0.483
O 2.307 2.122 -1.534 -0.971
H 2.681 1.673 -2.355 0.440
H 1.406 2.183 -1.820 0.438
O -0.851 0.773 3.822 -0.932
H -1.053 0.692 2.801 0.493
H -0.177 1.468 3.594 0.443
O -1.697 0.614 -3.253 -0.943
H -1.166 0.162 -3.868 0.485
H -2.152 1.329 -3.701 0.482
O 0.741 -2.164 -1.829 -0.963
H 0.849 -3.042 -1.562 0.451
H -0.108 -1.961 -1.630 0.467
O -3.543 -0.805 0.676 -0.962
H -3.055 -0.050 1.041 0.475
H -4.318 -0.372 0.751 0.452
O 0.388 2.438 -2.370 -0.861
H 0.614 2.685 -3.177 0.465
H -0.452 1.946 -2.572 0.495
O -1.026 -1.713 -0.631 -0.963
H -0.643 -2.161 0.158 0.495
H -1.956 -1.604 -0.531 0.526
O -0.128 0.356 -0.184 -0.874
H -0.655 -0.224 -0.658 0.489
H 0.324 -0.097 0.567 0.475
O 1.043 0.044 2.845 -0.946
H 0.544 0.403 3.524 0.473
H 1.666 -0.466 3.231 0.478
O -1.593 0.469 1.294 -0.931
H -0.753 0.352 0.879 0.447
H -1.947 1.127 0.958 0.447
```

6.
A cluster of 2 separate species, C3H3ClN2S in total in a non-equilibrium geometry. Source: OMol25; level of theory: wB97M-V/def2-TZVPD.

Calculated values
LUMO level ... -0.9 eV
Energy relative to the best compared isomer or geometry (same formula, charge and spin) ... 9.5 kcal/mol
SMILES string ... C=CC(=S)Cl.N#N

XYZ file:
```
10
Properties=species:S:1:pos:R:3:nbo_charge:R:1
C -0.686 0.491 0.346 -0.266
C -0.087 0.590 -0.809 -0.301
C -0.684 -0.025 -2.049 -0.209
S -1.963 -0.986 -2.152 0.097
Cl 0.176 0.394 -3.489 0.032
H -0.254 0.927 1.260 0.207
H -1.697 0.241 0.438 0.213
H 0.924 0.928 -1.059 0.228
N -1.758 2.940 -0.957 -0.012
N -1.798 3.660 -1.751 0.011
```